ORCA calculation (ωB97M-V with the def2-TZVPD basis set) on a molecular structure, C21H18N3O4PRuS.

## Properties
Kohn-Sham gap (spin up / spin down) = 5.12 / 5.12 eV
E_LUMO (spin up / spin down) = -9.154 / -9.153 eV
energy above the lowest of the compared OMol25 structures with the same formula, charge and spin = 2.4 kcal/mol
HOMO level (spin up / spin down) = -14.275 / -14.276 eV
F_max = 0.4 eV/Å
charge = +2
energy = -57417.317 eV

Geometry (Å):
Ru (-0.6130, 0.1283, 0.4830)
O (-0.3277, 0.0488, 4.4956)
C (-0.0344, -0.1540, 3.3643)
O (-0.9109, 0.1619, 2.3705)
C (1.2971, -0.7469, 2.9306)
P (1.4524, -0.6791, 1.1473)
C (2.7369, -1.6580, 0.4220)
C (2.7959, -3.0382, 0.6571)
C (3.8535, -3.7647, 0.1420)
C (4.8420, -3.1311, -0.6019)
C (4.7918, -1.7614, -0.8229)
C (3.7465, -1.0154, -0.3091)
C (1.4338, 0.9958, 0.5504)
C (1.2671, 1.1277, -0.8576)
C (0.9621, 2.3583, -1.4246)
C (0.8001, 3.4651, -0.6044)
C (0.9169, 3.3533, 0.7883)
C (1.2155, 2.1395, 1.3682)
H (1.3183, -1.7989, 3.2267)
H (2.1192, -0.2501, 3.4483)
H (2.0334, -3.5461, 1.2294)
H (3.9051, -4.8297, 0.3206)
H (5.6642, -3.7089, -1.0026)
H (5.5753, -1.2707, -1.3838)
H (3.7369, 0.0563, -0.4526)
H (1.4297, 0.2601, -1.4910)
H (0.8493, 2.4443, -2.4968)
H (0.5665, 4.4280, -1.0403)
H (0.7729, 4.2254, 1.4118)
H (1.3039, 2.0657, 2.4450)
O (-0.1093, -2.7204, 1.1658)
N (-0.6288, -2.7382, 0.0927)
O (-0.9289, -1.5558, -0.4133)
N (-3.5535, 0.8457, 2.3227)
C (-3.6364, 0.8023, 1.0078)
N (-2.5991, 0.5939, 0.1691)
C (-3.0410, 0.5986, -1.1693)
C (-2.2405, 0.4276, -2.2920)
C (-2.8302, 0.4639, -3.5428)
C (-4.1998, 0.6861, -3.6823)
C (-5.0033, 0.8709, -2.5686)
C (-4.4049, 0.8202, -1.3209)
S (-5.1666, 1.0340, 0.2339)
H (-2.6760, 0.6500, 2.7885)
H (-4.3832, 0.9894, 2.8757)
H (-1.1738, 0.2423, -2.2152)
H (-2.2216, 0.3174, -4.4244)
H (-4.6388, 0.7157, -4.6695)
H (-6.0648, 1.0509, -2.6714)